A | 2 unconnected molecules or ions with the total composition C12H27N5O4, computed with wB97M-V/def2-TZVPD.

Positions of all 48 atoms, in Å:
H: -2.919 2.682 -1.185
N: -2.728 3.454 -0.600
C: -2.231 3.095 0.543
N: -1.656 4.031 1.376
N: -2.193 1.806 0.956
C: -2.961 0.761 0.364
C: -3.260 -0.272 1.373
C: -3.925 -1.507 0.773
C: -3.229 -2.175 -0.422
N: -4.172 -3.269 -0.794
C: -1.790 -2.763 -0.068
O: -0.837 -2.161 0.397
O: -1.699 -4.075 -0.302
H: -1.917 4.047 2.301
H: -1.628 4.950 0.942
H: -1.455 1.569 1.645
H: -3.840 1.136 0.043
H: -2.441 0.326 -0.548
H: -2.311 -0.524 1.878
H: -3.873 0.180 2.145
H: -4.917 -1.154 0.431
H: -4.128 -2.187 1.525
H: -3.119 -1.437 -1.163
H: -4.904 -3.409 -0.129
H: -4.556 -3.153 -1.628
H: -2.545 -4.315 -0.671
C: 3.566 2.113 -1.559
C: 2.830 0.754 -1.378
C: 1.323 0.984 -1.499
C: 3.021 0.051 -0.018
C: 4.467 -0.458 0.167
N: 4.920 -1.226 -1.043
C: 4.473 -1.258 1.469
O: 4.688 -2.445 1.556
O: 4.185 -0.456 2.496
H: 3.692 2.520 -0.624
H: 4.461 1.989 -2.002
H: 3.059 2.730 -2.131
H: 3.177 0.071 -2.194
H: 1.044 1.843 -0.892
H: 0.741 0.140 -1.172
H: 1.024 1.208 -2.523
H: 2.342 -0.817 -0.033
H: 2.720 0.712 0.747
H: 5.105 0.393 0.202
H: 5.751 -1.662 -0.842
H: 4.285 -1.915 -1.272
H: 4.362 -0.910 3.366

Results
**Spin multiplicity**: 1
**E_HOMO**: -8.71 eV
**Charge**: 0
**SMILES string**: [H]/N=C(/N)NCCC[C@H](N)C(=O)O.CC(C)C[C@H](N)C(=O)O

=====

B | 2 unconnected molecules or ions with the total composition C12H27N5O4, computed with wB97M-V/def2-TZVPD.

Positions of all 48 atoms, in Å:
H: 5.337 -3.641 -4.377
N: 4.402 -3.930 -4.094
C: 3.728 -2.934 -3.659
N: 4.195 -1.641 -3.420
N: 2.379 -3.102 -3.363
C: 1.815 -2.524 -2.147
C: 0.348 -2.919 -2.027
C: -0.379 -2.230 -0.873
C: 0.228 -2.534 0.509
N: 0.329 -3.965 0.724
C: -0.603 -1.837 1.579
O: -1.293 -2.398 2.397
O: -0.508 -0.494 1.507
H: 5.099 -1.453 -3.832
H: 3.527 -0.911 -3.635
H: 2.154 -4.086 -3.468
H: 1.892 -1.432 -2.196
H: 2.371 -2.849 -1.255
H: -0.157 -2.668 -2.967
H: 0.280 -4.005 -1.895
H: -0.386 -1.142 -1.020
H: -1.429 -2.553 -0.870
H: 1.234 -2.102 0.554
H: -0.608 -4.339 0.857
H: 0.815 -4.145 1.598
H: -1.083 -0.143 2.207
C: -2.877 6.070 0.634
C: -1.906 4.890 0.653
C: -2.524 3.593 1.196
C: -2.855 3.689 2.687
C: -1.661 2.344 0.889
N: -2.387 1.135 1.243
C: -0.306 2.415 1.609
O: -0.079 1.829 2.636
O: 0.645 3.196 1.050
H: -3.777 5.826 0.058
H: -3.189 6.349 1.645
H: -2.413 6.950 0.178
H: -1.021 5.161 1.246
H: -1.559 4.717 -0.379
H: -3.460 3.410 0.651
H: -3.352 2.779 3.034
H: -3.534 4.524 2.884
H: -1.951 3.837 3.290
H: -1.481 2.326 -0.195
H: -2.241 0.969 2.238
H: -1.958 0.340 0.780
H: 0.302 3.601 0.240

Results
**Spin multiplicity**: 1
**E_HOMO**: -8.91 eV
**Charge**: 0
**SMILES string**: [H]/N=C(\N)NCCC[C@H](N)C(=O)O.CC[C@H](C)[C@H](N)C(=O)O

=====

Q: What are the energies relative to the best structure? A: A 115.7; B 0.0, in kJ/mol.

=====

A | A single C3H7NO3S molecule, computed with wB97M-V/def2-TZVPD.

Positions of all 15 atoms, in Å:
N: 1.206 0.508 0.230
C: 0.266 -0.346 0.861
C: -1.109 -0.443 0.108
O: -0.824 -0.566 -1.265
C: -0.190 0.446 -1.769
S: -0.863 2.267 -1.550
O: -2.130 1.955 -0.867
O: 0.145 2.863 -0.660
H: 0.939 1.493 0.113
H: 1.732 0.124 -0.537
H: 0.055 0.028 1.865
H: 0.687 -1.352 0.929
H: -1.669 -1.330 0.405
H: -1.694 0.469 0.281
H: 0.154 0.221 -2.782

Results
**Spin multiplicity**: 1
**E_HOMO**: -8.73 eV
**Charge**: 0
**SMILES string**: NCCOC=S(=O)=O

=====

B | 2 unconnected molecules or ions with the total composition C3H7NO3S, computed with wB97M-V/def2-TZVPD.

Positions of all 15 atoms, in Å:
C: 0.800 0.833 -0.870
N: 0.242 1.096 0.231
C: 0.715 -0.009 1.103
C: 1.794 -0.695 0.331
O: 1.635 -0.190 -1.029
H: 0.515 1.404 -1.836
H: -0.137 -0.636 1.523
H: 0.973 0.548 2.129
H: 2.839 -0.537 0.765
H: 1.596 -1.727 0.287
O: -2.340 0.999 0.212
S: -2.627 -0.569 0.157
O: -1.998 -0.969 -1.321
H: -1.287 1.291 0.371
H: -2.720 -0.840 -2.053

Results
**Spin multiplicity**: 1
**E_HOMO**: -7.87 eV
**Charge**: 0
**SMILES string**: C1=NCCO1.OSO

=====

Q: What are the energies relative to the best structure? A: A 84.0; B 0.0, in kJ/mol.

=====

A | A single C3H7NO3S molecule, computed with wB97M-V/def2-TZVPD.

Positions of all 15 atoms, in Å:
N: -1.602 1.084 0.744
C: -1.841 -0.059 -0.220
C: -0.467 -0.377 -0.773
O: 0.281 -1.080 0.297
C: 1.416 -0.642 0.700
S: 2.814 -0.095 -0.498
O: 2.288 0.891 -1.461
O: 3.933 0.319 0.311
H: -2.554 1.247 1.212
H: -0.900 0.759 1.475
H: -2.529 0.328 -0.943
H: -2.207 -0.859 0.386
H: -0.587 -1.017 -1.713
H: 0.215 0.574 -1.059
H: 1.739 -1.074 1.544

Results
**Spin multiplicity**: 1
**E_HOMO (spin up / spin down)**: -8.83 / -8.84 eV
**Charge**: 0
**SMILES string**: NCCOC=S(=O)=O

=====

B | 2 unconnected molecules or ions with the total composition C3H7NO3S, computed with wB97M-V/def2-TZVPD.

Positions of all 15 atoms, in Å:
N: 2.324 0.565 -1.663
S: 0.836 1.105 -0.990
O: 1.163 1.864 0.186
C: -0.742 1.158 -1.654
O: 0.346 1.910 -2.240
H: 2.295 0.645 -2.632
H: 2.385 -0.361 -1.263
H: -1.088 0.465 -2.450
C: -1.681 -1.159 1.948
C: -0.261 -0.903 1.532
O: 0.233 -1.105 0.410
H: -2.495 -1.404 1.183
H: -1.970 -0.310 2.614
H: -1.721 -1.972 2.733
H: 0.378 -0.499 2.287

Results
**Spin multiplicity**: 1
**E_HOMO (spin up / spin down)**: -8.12 / -8.12 eV
**Charge**: 0
**SMILES string**: N[S@]1(=O)=CO1.CC=O

=====

Q: What are the energies relative to the best structure? A: A 0.0; B 179.8, in kJ/mol.

=====

A | A single C4H6ClNO molecule, computed with wB97M-V/def2-TZVPD.

Positions of all 13 atoms, in Å:
C: -0.305 1.447 -1.305
N: -0.169 0.795 -0.002
O: -1.246 -0.170 0.201
C: -0.712 -1.272 1.012
C: 0.766 -1.115 0.858
C: 0.979 0.043 0.231
Cl: 2.535 0.554 -0.334
H: -1.393 1.396 -1.371
H: 0.066 2.401 -1.032
H: 0.232 1.028 -2.300
H: -1.204 -2.136 0.482
H: -0.962 -1.221 2.090
H: 1.414 -1.749 1.470

Results
**Spin multiplicity**: 1
**E_HOMO**: -8.17 eV
**Charge**: 0
**SMILES string**: CN1OCC=C1Cl

=====

B | A single C4H6ClNO molecule, computed with wB97M-V/def2-TZVPD.

Positions of all 13 atoms, in Å:
O: -2.397 -0.266 0.865
C: -1.291 -0.002 0.490
C: -0.769 0.160 -0.920
C: 0.543 -0.614 -0.755
C: 1.050 -0.053 0.570
Cl: 1.889 1.550 0.342
N: -0.151 0.096 1.392
H: -0.568 1.231 -1.056
H: -1.438 -0.194 -1.703
H: 1.247 -0.611 -1.584
H: 0.254 -1.648 -0.506
H: 1.813 -0.669 1.049
H: -0.182 1.019 1.817

Results
**Spin multiplicity**: 1
**E_HOMO**: -10.16 eV
**Charge**: 0
**SMILES string**: O=C1CC[C@@H](Cl)N1

=====

Q: What are the energies relative to the best structure? A: A 351.3; B 0.0, in kJ/mol.

=====

A | 8 unconnected molecules or ions with the total composition C36H96N8O10, computed with wB97M-V/def2-TZVPD.

Positions of all 150 atoms, in Å:
C: -17.459 -4.631 -18.915
O: -17.282 -5.777 -19.656
C: -17.414 -5.545 -21.031
C: -17.149 -6.826 -21.737
C: -15.723 -7.180 -21.520
N: -17.467 -6.512 -23.173
H: -17.374 -4.812 -17.842
H: -18.474 -4.247 -19.048
H: -16.700 -3.876 -19.128
H: -18.401 -5.117 -21.205
H: -16.674 -4.794 -21.351
H: -17.795 -7.660 -21.384
H: -15.107 -6.313 -21.778
H: -15.410 -8.060 -22.074
H: -15.460 -7.447 -20.499
H: -17.072 -7.135 -23.854
H: -18.481 -6.439 -23.245
C: -12.928 -0.094 -19.084
O: -13.790 0.246 -18.039
C: -13.743 1.626 -17.744
C: -14.800 1.906 -16.679
C: -16.163 1.716 -17.249
N: -14.584 3.352 -16.321
H: -13.031 -1.161 -19.237
H: -11.883 0.080 -18.822
H: -13.091 0.460 -20.014
H: -12.763 1.953 -17.346
H: -13.971 2.264 -18.610
H: -14.601 1.223 -15.841
H: -16.312 2.421 -18.070
H: -16.869 1.871 -16.452
H: -16.313 0.694 -17.587
H: -15.353 3.647 -15.727
H: -13.716 3.523 -15.825
C: -25.403 -1.626 -19.332
O: -24.078 -1.877 -19.685
C: -23.169 -1.099 -18.969
C: -21.829 -1.321 -19.564
C: -21.335 -2.775 -19.440
N: -20.870 -0.427 -18.848
H: -25.631 -1.580 -18.268
H: -26.024 -2.386 -19.783
H: -25.760 -0.652 -19.687
H: -23.378 -0.020 -19.098
H: -23.191 -1.310 -17.889
H: -21.919 -1.084 -20.646
H: -20.377 -2.829 -19.964
H: -22.006 -3.445 -19.983
H: -21.294 -3.059 -18.391
H: -21.208 0.522 -18.745
H: -19.961 -0.448 -19.280
C: -20.901 0.513 -25.046
O: -20.083 -0.548 -25.494
C: -18.797 -0.044 -25.850
C: -17.952 0.060 -24.639
C: -16.562 0.483 -25.107
N: -17.990 -1.191 -23.842
H: -20.561 0.951 -24.095
H: -21.940 0.265 -24.911
H: -20.954 1.305 -25.800
H: -18.305 -0.776 -26.494
H: -18.859 0.892 -26.412
H: -18.329 0.862 -23.956
H: -16.684 1.413 -25.670
H: -16.139 -0.323 -25.720
H: -15.845 0.620 -24.280
H: -18.805 -1.693 -24.135
H: -17.165 -1.751 -24.060
C: -15.914 3.158 -21.507
O: -16.982 2.404 -21.036
C: -16.644 1.064 -20.850
C: -17.837 0.254 -20.366
C: -17.468 -1.127 -20.056
N: -18.980 0.304 -21.300
H: -15.408 2.670 -22.355
H: -15.168 3.298 -20.713
H: -16.352 4.102 -21.811
H: -16.281 0.691 -21.818
H: -15.758 1.004 -20.179
H: -18.182 0.738 -19.434
H: -16.573 -1.254 -19.446
H: -17.189 -1.709 -20.930
H: -18.249 -1.743 -19.611
H: -18.763 -0.209 -22.152
H: -19.108 1.275 -21.557
C: -12.533 2.149 -25.521
O: -12.890 2.192 -24.161
C: -12.053 3.074 -23.420
C: -10.753 2.508 -23.046
C: -10.930 1.181 -22.289
N: -10.028 3.629 -22.432
H: -13.230 1.515 -26.066
H: -11.560 1.665 -25.600
H: -12.368 3.115 -26.047
H: -11.976 3.982 -23.994
H: -12.642 3.386 -22.564
H: -10.208 2.278 -23.952
H: -11.360 1.333 -21.296
H: -10.010 0.632 -22.092
H: -11.534 0.456 -22.863
H: -10.426 3.966 -21.579
H: -9.060 3.351 -22.348
C: -16.612 2.643 -13.438
O: -16.885 3.837 -14.179
C: -16.130 4.931 -13.587
C: -16.422 6.267 -14.316
N: -16.216 6.282 -15.746
C: -17.385 6.001 -16.550
C: -17.022 5.994 -17.993
O: -18.204 6.280 -18.697
C: -18.061 6.186 -20.088
H: -16.859 2.785 -12.368
H: -15.552 2.364 -13.508
H: -17.096 1.762 -13.842
H: -15.060 4.705 -13.645
H: -16.493 5.106 -12.571
H: -15.750 7.002 -13.804
H: -17.409 6.660 -14.041
H: -15.430 5.717 -16.053
H: -18.038 6.869 -16.414
H: -17.938 5.100 -16.239
H: -16.679 5.011 -18.300
H: -16.276 6.763 -18.252
H: -18.070 5.144 -20.430
H: -17.211 6.792 -20.384
H: -18.966 6.558 -20.542
C: -20.860 2.776 -14.663
O: -21.111 2.965 -16.072
C: -19.930 2.726 -16.858
C: -20.178 3.332 -18.213
N: -21.339 2.718 -18.851
C: -21.584 3.260 -20.139
C: -22.583 2.407 -20.846
O: -23.124 3.114 -21.950
C: -24.143 2.401 -22.606
H: -21.729 3.034 -14.041
H: -20.101 3.508 -14.394
H: -20.660 1.737 -14.457
H: -19.775 1.635 -16.968
H: -19.035 3.155 -16.363
H: -19.256 3.173 -18.774
H: -20.346 4.389 -17.986
H: -22.089 2.952 -18.220
H: -20.669 3.339 -20.718
H: -21.924 4.297 -20.125
H: -23.428 2.169 -20.184
H: -22.111 1.448 -21.138
H: -24.532 3.084 -23.375
H: -25.006 2.168 -21.973
H: -23.831 1.434 -22.987

Results
**Spin multiplicity**: 1
**E_HOMO**: -8.03 eV
**Charge**: 0
**SMILES string**: COC[C@H](C)N.COC[C@H](C)N.COC[C@H](C)N.COC[C@H](C)N.COC[C@H](C)N.COC[C@H](C)N.COCCNCCOC.COCCNCCOC

=====

B | 8 unconnected molecules or ions with the total composition C36H96N8O10, computed with wB97M-V/def2-TZVPD.

Positions of all 150 atoms, in Å:
C: -8.082 9.721 -5.633
O: -7.046 8.749 -5.635
C: -6.372 8.502 -4.345
C: -4.867 8.396 -4.539
C: -4.141 7.845 -3.303
N: -4.254 9.697 -4.722
H: -7.695 10.671 -5.265
H: -9.068 9.402 -5.296
H: -8.353 10.040 -6.639
H: -6.685 9.303 -3.675
H: -6.808 7.603 -3.909
H: -4.810 7.675 -5.354
H: -4.015 8.648 -2.577
H: -3.098 7.644 -3.547
H: -4.505 6.930 -2.835
H: -3.458 9.572 -5.330
H: -4.832 10.201 -5.380
C: -0.145 -0.685 8.971
O: -0.978 -1.792 8.960
C: -1.915 -1.869 7.861
C: -2.469 -3.256 7.450
C: -1.388 -4.231 7.015
N: -3.554 -3.103 6.476
H: -0.653 0.163 9.432
H: 0.291 -0.365 8.025
H: 0.638 -0.996 9.663
H: -2.770 -1.215 8.033
H: -1.401 -1.458 6.992
H: -2.864 -3.626 8.396
H: -0.714 -4.262 7.871
H: -0.768 -3.951 6.163
H: -1.602 -5.247 6.684
H: -4.059 -3.975 6.405
H: -4.181 -2.418 6.873
C: 0.054 4.974 -4.836
O: 0.964 5.482 -5.727
C: 1.137 6.876 -5.468
C: 2.335 7.497 -6.355
C: 3.747 6.933 -6.048
N: 2.600 8.957 -6.163
H: -0.932 5.272 -5.193
H: 0.306 5.164 -3.793
H: 0.103 3.910 -5.068
H: 0.208 7.422 -5.634
H: 1.329 7.215 -4.450
H: 1.946 7.443 -7.372
H: 4.412 7.061 -6.902
H: 3.649 5.850 -5.969
H: 4.128 7.335 -5.109
H: 1.885 9.402 -6.720
H: 3.467 9.159 -6.639
C: 1.031 -9.422 6.178
O: 0.696 -8.780 4.955
C: -0.480 -9.216 4.303
C: -0.616 -8.503 2.981
C: -1.946 -7.654 2.782
N: -0.465 -9.370 1.906
H: 2.052 -9.725 5.944
H: 0.358 -10.200 6.538
H: 1.034 -8.577 6.868
H: -0.450 -10.302 4.217
H: -1.409 -8.987 4.825
H: 0.243 -7.833 3.021
H: -1.797 -6.847 2.064
H: -2.208 -6.977 3.595
H: -2.822 -8.295 2.685
H: -0.059 -8.863 1.132
H: -1.303 -9.825 1.574
C: -7.870 -2.877 -2.197
O: -8.162 -3.883 -1.209
C: -7.706 -5.218 -1.597
C: -8.393 -6.174 -0.647
C: -7.431 -6.617 0.465
N: -8.964 -7.346 -1.233
H: -6.801 -2.685 -2.102
H: -8.466 -2.024 -1.875
H: -8.198 -3.198 -3.185
H: -8.174 -5.348 -2.573
H: -6.618 -5.202 -1.651
H: -9.236 -5.654 -0.192
H: -7.991 -7.293 1.111
H: -7.148 -5.677 0.937
H: -6.548 -7.093 0.039
H: -8.403 -7.747 -1.971
H: -9.781 -7.042 -1.743
C: 4.407 3.349 4.860
O: 4.711 2.321 3.894
C: 5.920 2.496 3.190
C: 6.441 1.055 3.008
C: 7.820 0.993 2.339
N: 5.427 0.306 2.267
H: 5.244 3.706 5.461
H: 3.637 2.969 5.532
H: 3.896 4.131 4.298
H: 5.821 3.120 2.301
H: 6.651 3.112 3.713
H: 6.446 0.595 3.996
H: 7.607 0.949 1.271
H: 8.366 0.066 2.516
H: 8.431 1.842 2.647
H: 4.561 0.587 2.705
H: 5.311 0.617 1.313
C: -0.487 4.809 1.020
O: -0.809 3.456 1.123
C: -0.083 2.697 2.161
C: -0.352 1.219 2.097
N: -1.429 0.630 2.866
C: -1.432 -0.825 2.853
C: -1.643 -1.332 1.398
O: -2.768 -0.741 0.626
C: -4.049 -0.758 1.253
H: -0.059 5.173 1.954
H: -1.407 5.358 0.816
H: 0.104 5.101 0.152
H: -0.378 3.020 3.159
H: 0.974 2.843 1.938
H: 0.536 0.722 2.489
H: -0.321 1.100 1.014
H: -2.308 1.071 2.636
H: -2.334 -1.042 3.425
H: -0.638 -1.236 3.478
H: -1.841 -2.394 1.544
H: -0.720 -1.168 0.840
H: -4.216 0.152 1.828
H: -4.249 -1.592 1.926
H: -4.853 -0.685 0.521
C: 10.732 -2.861 -6.276
O: 9.819 -3.774 -5.875
C: 8.481 -3.321 -5.899
C: 8.300 -2.345 -4.714
N: 6.893 -1.852 -4.490
C: 6.371 -2.021 -3.122
C: 5.141 -1.248 -2.684
O: 5.428 0.076 -2.571
C: 4.252 0.762 -2.279
H: 10.659 -2.555 -7.320
H: 11.619 -3.493 -6.256
H: 10.844 -1.978 -5.648
H: 8.016 -4.267 -5.623
H: 8.152 -2.927 -6.861
H: 8.752 -1.391 -4.987
H: 8.743 -2.606 -3.753
H: 6.993 -0.868 -4.696
H: 7.191 -2.042 -2.404
H: 5.973 -3.035 -3.113
H: 4.678 -1.671 -1.792
H: 4.363 -1.385 -3.435
H: 4.575 1.701 -1.831
H: 3.691 0.376 -1.428
H: 3.710 1.116 -3.156

Results
**Spin multiplicity**: 1
**E_HOMO**: -8.55 eV
**Charge**: 0
**SMILES string**: COC[C@H](C)N.COC[C@H](C)N.COC[C@H](C)N.COC[C@H](C)N.COC[C@H](C)N.COC[C@H](C)N.COCCNCCOC.COCCNCCOC

=====

Q: What are the energies relative to the best structure? A: A 0.0; B 574.4, in kJ/mol.